[1]
Below is the molecule C6H12O, with properties calculated with ωB97M-V/def2-TZVPD.

```
19
C6H12O | the OMol25 dataset | ωB97M-V/def2-TZVPD
C -1.59284 0.56673 -1.11334
C -0.81818 0.09851 0.11568
C -1.18591 0.89179 1.36588
C 0.64903 0.22856 -0.17213
C 1.70071 -0.37776 0.67307
C 1.56763 -0.79654 -0.79771
O 1.68945 -2.19101 -0.84137
H -1.25163 0.02831 -2.00431
H -2.66869 0.40862 -0.99529
H -1.42144 1.63811 -1.28362
H -1.03831 -0.96566 0.28826
H -2.25170 0.79609 1.59512
H -0.96325 1.95627 1.21924
H -0.61330 0.55290 2.23606
H 0.94952 1.22676 -0.49683
H 2.66902 0.01945 0.90110
H 1.33243 -1.12427 1.39581
H 2.20488 -0.38332 -1.59056
H 0.95343 -2.65855 -0.45326
```

Summary:
Energy in eV: -8462.2052
E_HOMO in eV: -8.635
Total charge: 0
ΔE to the lowest compared entry with this formula, charge and spin in kJ/mol: 207.3


[2]
Below is the molecule C6H8, with properties calculated with ωB97M-V/def2-TZVPD.

```
14
C6H8 | the OMol25 dataset | ωB97M-V/def2-TZVPD
C -1.25242 0.31920 -0.19708
C -0.01628 0.83011 -0.87941
C 0.93899 1.56124 -0.29117
C 1.29551 -0.59628 1.02722
C 0.16513 -1.44340 0.73066
C -1.03034 -1.12248 0.22185
H -1.44917 0.92832 0.69867
H -2.12355 0.40658 -0.85586
H 0.12513 0.50215 -1.91088
H 0.84008 1.94225 0.72096
H 1.83511 1.84287 -0.83966
H 2.14365 -0.85180 0.36607
H 0.35460 -2.46523 1.08787
H -1.82643 -1.85353 0.12074
```

Summary:
Energy in eV: -6346.5720
E_HOMO in eV: -7.755
Total charge: 0
ΔE to the lowest compared entry with this formula, charge and spin in kJ/mol: 406.4


[3]
Below is the molecule C3H6S2, with properties calculated with ωB97M-V/def2-TZVPD.

```
11
C3H6S2 | the OMol25 dataset | ωB97M-V/def2-TZVPD
C 0.25543 -0.17196 1.12476
C -0.20485 -1.20862 0.36703
C -0.02740 1.07395 -1.28685
H -0.56857 0.68615 1.10991
H 0.84998 -0.03566 2.14617
H 0.34324 -2.19604 0.12205
H -0.89623 -1.47234 1.20680
H -0.47218 2.04342 -1.33202
H 0.43988 0.90753 -2.35762
S -1.08958 -0.44696 -1.01132
S 1.37029 0.82053 -0.08893
```

Summary:
Energy in eV: -24876.3623
E_HOMO in eV: -8.621
Total charge: 0
ΔE to the lowest compared entry with this formula, charge and spin in kJ/mol: 226.4


[4]
Below is a structure of composition C24H28N9ReS2, with properties calculated with ωB97M-V/def2-TZVPD.

```
64
C24H28N9ReS2 | the OMol25 dataset | ωB97M-V/def2-TZVPD
Re -0.32991 -0.49068 -0.46059
N -3.23986 3.44552 -0.65576
C -2.33119 2.62192 -0.13003
S -2.66694 1.90553 1.41814
N -1.23505 2.40697 -0.79048
N -0.19832 1.59812 -0.49448
C 0.98267 2.15285 -0.31491
C 1.22440 3.60242 -0.38441
C 1.98854 4.26870 0.58284
C 2.29634 5.60787 0.42895
C 1.85543 6.30542 -0.68753
C 1.05986 5.66669 -1.63019
C 0.73761 4.33158 -1.47959
C 2.08311 1.19917 -0.15617
C 3.40666 1.57164 0.04944
C 4.37928 0.59720 0.20071
C 4.01359 -0.73757 0.10084
C 2.69485 -1.04278 -0.15709
N 1.73497 -0.11130 -0.26765
H -4.06570 3.69883 -0.13754
H -3.02099 3.99189 -1.47606
H 2.29450 3.75224 1.48420
H 2.88094 6.11840 1.18203
H 2.12773 7.34279 -0.82446
H 0.71213 6.20988 -2.49838
H 0.16542 3.82765 -2.24366
H 3.66981 2.61581 0.07195
H 5.40963 0.87527 0.37581
H 4.74275 -1.52890 0.19699
H 2.38894 -2.07272 -0.27331
C -1.08355 -1.17373 4.80239
N -0.80202 -2.23144 3.84108
C -0.67565 -3.56797 4.13429
C -0.44763 -4.21689 2.98287
N -0.44347 -3.27182 1.94978
C -0.63654 -2.04370 2.51991
S -0.58954 -0.45030 1.89703
C -0.29560 -3.64796 0.58847
C -0.39532 -5.00580 0.28722
C -0.15334 -5.46239 -0.99323
C 0.21126 -4.53956 -1.96256
C 0.23837 -3.21400 -1.60552
N -0.04457 -2.73823 -0.37097
H -0.88969 -1.53936 5.80640
H -2.12646 -0.86508 4.73252
H -0.45101 -0.31243 4.60205
H -0.75378 -3.95072 5.13757
H -0.23992 -5.25889 2.84216
H -0.68149 -5.72246 1.03878
H -0.23297 -6.51576 -1.22509
H 0.45356 -4.83846 -2.97231
H 0.53762 -2.47600 -2.33504
N -0.70741 -0.23800 -2.73647
C -2.16599 -0.04082 -2.95998
C -2.92890 -1.04331 -2.11742
N -2.49062 -0.91164 -0.70364
H -0.20611 0.55975 -3.12129
H -0.41302 -1.03987 -3.28686
H -2.42197 -0.16224 -4.01253
H -2.41916 0.97692 -2.66294
H -2.71013 -2.05807 -2.45494
H -4.00020 -0.87362 -2.22361
H -2.81014 -1.72682 -0.18483
H -2.98582 -0.12970 -0.26291
```

Summary:
Energy in eV: -62530.2435
E_HOMO (alpha / beta) in eV: -16.097 / -15.948
Total charge: +3
ΔE to the lowest compared entry with this formula, charge and spin in kJ/mol: 144.4
Spin multiplicity: 4


[5]
Below is a cluster of 2 separate species, C35H36BF3O2 in total, with properties calculated with ωB97M-V/def2-TZVPD.

```
77
C35H36BF3O2 | the OMol25 dataset | ωB97M-V/def2-TZVPD
C 0.96890 0.83352 2.02732
C 2.21159 0.12090 2.21990
C 3.43266 0.82669 2.21648
C 4.63479 0.13569 2.28267
C 4.63121 -1.26781 2.36778
C 3.41865 -1.96151 2.50330
C 2.21083 -1.26874 2.47400
C -0.20378 0.40336 2.52364
C -1.45308 1.26226 2.41745
C -2.71200 0.40565 2.22171
C -3.72977 0.88599 1.39778
C -4.83211 0.07739 1.09504
C -4.93131 -1.19892 1.67368
C -3.98424 -1.60620 2.61435
C -2.91232 -0.76694 2.94650
H 1.01689 1.78431 1.47849
H 3.38845 1.91731 2.19697
H 5.57217 0.68777 2.24703
H 5.57126 -1.81772 2.31508
H 3.40769 -3.04915 2.60941
H 1.25615 -1.77732 2.63825
H -0.27430 -0.52195 3.09801
H -1.34440 1.92483 1.54837
H -3.66421 1.90725 1.01815
H -5.60146 0.46131 0.41804
H -5.79428 -1.82017 1.44929
H -4.08254 -2.57368 3.11405
H -2.23853 -1.00881 3.76297
C 1.80462 6.21481 5.59436
C 0.95321 6.71715 6.75718
C 1.67157 7.84880 7.47243
C -0.40232 7.27059 6.20912
O -1.40407 6.25979 5.99363
B -1.49286 5.31204 6.99402
C -2.86349 4.97386 7.61078
C -4.02136 5.67613 7.22319
C -5.05573 5.82106 8.13592
C -4.96702 5.16139 9.35709
C -5.89721 5.57202 10.45426
F -5.65249 4.92585 11.62764
F -5.77366 6.91409 10.70741
F -7.20820 5.34972 10.13664
C -3.98838 4.20169 9.59857
C -2.94489 4.08420 8.68989
C -1.62543 2.10233 3.63425
C -0.47041 3.08204 3.99232
C -2.94902 2.88989 3.64745
C -3.98840 2.36840 4.40952
C -5.25152 2.94769 4.36375
C -5.47096 4.07490 3.56299
C -4.37955 4.70135 2.95748
C -3.11204 4.10547 2.97369
O -0.36402 4.71042 7.51326
C 0.74373 5.58159 7.79961
H 1.29453 5.38820 5.07890
H 1.98597 7.02908 4.87719
H 2.77612 5.86198 5.96775
H 1.04966 8.18697 8.30637
H 2.62845 7.49982 7.87127
H 1.85156 8.69362 6.80074
H -0.82667 8.01798 6.90858
H -0.25389 7.75898 5.23616
H -4.07848 6.13549 6.23932
H -5.89567 6.47278 7.91472
H -4.00820 3.59572 10.49317
H -2.16574 3.34135 8.84940
H -1.68193 1.39842 4.48400
H -0.40118 3.12363 5.08868
H 0.50537 2.76326 3.60952
H -0.65051 4.11394 3.65153
H -3.79540 1.46352 4.98670
H -6.05821 2.49461 4.94250
H -6.48166 4.47482 3.45201
H -4.51759 5.65236 2.43242
H -2.26367 4.55722 2.45794
H 1.63418 4.94054 7.84731
H 0.57303 6.00708 8.80645
```

Summary:
Energy in eV: -49805.2875
E_HOMO in eV: -8.314
Total charge: 0
ΔE to the lowest compared entry with this formula, charge and spin in kJ/mol: 0.0


[6]
Below is a cluster of 2 separate species, C6H13NO in total, with properties calculated with ωB97M-V/def2-TZVPD.

```
21
C6H13NO | the OMol25 dataset | ωB97M-V/def2-TZVPD
C 1.76813 -1.66173 -0.97632
C 0.17850 -1.52494 -1.16546
C -0.11632 -0.16070 -0.65517
C 0.24138 0.49470 0.49368
C 0.08973 1.99066 0.75407
C -0.33791 3.00263 -0.06825
N 2.35432 -1.72230 0.40203
H 2.24480 -0.74472 -1.54510
H 1.94802 -2.59902 -1.45854
H -0.29018 -2.15181 -0.45790
H -0.30639 -1.75820 -2.15616
H -0.60975 0.50931 -1.32609
H 0.64282 0.00594 1.31311
H 0.65934 2.21535 1.69063
H -0.91787 2.99800 -0.93079
H -0.07389 4.14293 0.12076
H 2.82828 -0.79090 0.72161
H 1.69136 -1.74546 1.14030
H -3.50308 -0.03330 0.81817
H -4.18247 -0.53085 2.00589
O -4.30880 0.06444 1.27950
```

Summary:
Energy in eV: -9967.1998
E_HOMO in eV: -8.606
Total charge: 0
ΔE to the lowest compared entry with this formula, charge and spin in kJ/mol: 383.5


[7]
Below is a structure of composition C6H6BeO3, with properties calculated with ωB97M-V/def2-TZVPD.

```
16
C6H6BeO3 | the OMol25 dataset | ωB97M-V/def2-TZVPD
C 2.72414 -1.63639 -0.34208
C 2.27090 -0.40696 -0.61970
C 2.16341 0.63399 0.46746
C 2.74321 2.04191 0.56073
O 2.27416 2.70821 1.68561
Be 1.49311 2.08575 2.27878
H 1.30530 -0.41931 -1.15487
H 2.53790 0.13921 1.38301
H 1.07784 0.86514 0.39933
H 2.46528 2.56877 -0.37412
H 3.84510 1.93204 0.59427
O 1.62667 -2.64384 -0.07023
H 1.78288 -3.23990 0.80079
C 0.20322 -2.57335 0.58466
C -0.51493 -1.62637 1.04734
O -0.76022 -0.68150 1.78092
```

Summary:
Energy in eV: -12848.6146
E_HOMO (alpha / beta) in eV: -8.517 / -6.948
Total charge: 0
ΔE to the lowest compared entry with this formula, charge and spin in kJ/mol: 1113.7